No. 1
Density functional theory data (ωB97M-V/def2-TZVPD) for a molecular structure, C12H27FNO6PSi2.

CARTESIAN COORDINATES (ANGSTROEM)
H 0.811 -0.221 -3.898
C -4.476 0.329 2.393
C 0.165 2.203 0.558
H 4.814 -0.909 -3.837
O -4.826 1.049 3.482
H 0.447 -3.330 -3.884
H -2.796 -0.296 -0.535
H -6.262 0.807 4.932
H 5.300 1.733 -4.450
F -0.847 2.332 -1.590
O 4.015 1.059 -0.211
C 0.844 -0.431 2.653
H 1.609 -0.672 1.912
N 1.217 -3.675 -3.322
H 0.331 3.272 0.410
H 5.580 2.533 -2.128
C -5.491 0.215 4.447
C -4.988 -1.094 2.538
C 4.675 1.281 -3.684
H -0.100 2.061 1.603
O -3.842 0.797 1.495
H 1.090 1.675 0.333
O -0.834 -0.642 -1.994
H 1.460 0.458 -1.680
H 6.273 -0.136 -3.193
H 0.344 -1.599 0.542
C -6.033 -0.969 3.648
H -4.757 -0.092 5.194
H 0.909 -1.142 3.481
H 1.054 0.567 3.038
C -0.597 -1.143 0.867
O -0.452 -0.448 2.093
H 3.836 2.793 -2.311
H 3.094 -2.265 -2.449
H -7.000 -0.711 3.216
C 5.184 -0.085 -3.231
Si -1.350 -0.080 -0.513
C 4.390 0.958 -1.340
H -1.916 2.207 0.108
O 4.680 -0.247 -1.892
H 1.678 -3.003 -0.964
C -0.999 1.777 -0.302
H -5.383 -1.449 1.591
C 4.629 2.053 -2.364
H -6.159 -1.864 4.251
H -1.291 -1.979 1.014
P 1.729 -2.580 -2.308
H 3.666 1.183 -4.086
H -4.145 -1.723 2.831
Si 0.723 -0.559 -2.466

Atoms 1-2, force components in eV/Å:
0.0140 -0.0586 -0.0536
0.1018 -0.1514 0.0512

Calculated values
E_LUMO = 0.70 eV
calculated total energy = -54419.059 eV
total charge = 0

Mulliken atomic charge list, values in e, 6 entries: number 1, H, carries -0.162; number 2, C, carries 0.435; number 3, C, carries -1.070; number 4, H, carries 0.345; number 5, O, carries -0.363; number 6, H, carries 0.249

---

No. 2
Density functional theory data (ωB97M-V/def2-TZVPD) for C6H9N3O2 in the gas phase.

CARTESIAN COORDINATES (ANGSTROEM)
H 2.395 -0.468 -0.914
N 0.223 -2.055 0.117
H -0.407 -2.461 0.736
C -0.858 0.419 1.924
C -1.494 1.092 -0.295
H -1.321 -0.602 -1.374
H 1.753 0.786 -0.087
C -0.661 0.125 -0.976
N 0.069 -0.227 1.496
H 2.375 -0.654 0.915
H -1.882 1.773 -1.131
O 0.741 1.714 -1.619
H 1.039 -2.651 0.147
N 0.256 0.622 -1.886
H -2.437 1.884 1.404
O 0.647 -0.083 -2.833
C 0.387 -0.707 0.280
H -0.937 0.596 3.025
C -1.714 1.152 1.016
C 1.828 -0.253 0.054

Atoms 1-2, force components in eV/Å:
-1.2115 -0.7806 1.1235
0.3677 -2.0361 -1.0816

Calculated values
E_LUMO = 0.10 eV
calculated total energy = -14927.687 eV
total charge = 0
energy above the lowest of the compared OMol25 structures with the same formula, charge and spin = 150.0 kcal/mol

Mulliken atomic charge list, values in e, 6 entries: number 1, H, carries 0.329; number 2, N, carries -0.495; number 3, H, carries 0.228; number 4, C, carries -0.136; number 5, C, carries -0.276; number 6, H, carries 0.422

---

No. 3
Density functional theory data (ωB97M-V/def2-TZVPD) for a molecular structure, C34H23F15GeN3P2RuS2.

CARTESIAN COORDINATES (ANGSTROEM)
H 2.806 3.174 -1.155
C -2.168 0.747 -1.253
F -2.361 -2.198 -1.552
C 1.798 -0.414 4.378
H -1.335 1.585 3.436
C 1.698 2.391 3.655
P 2.038 2.380 0.958
C -3.275 1.641 0.704
H -2.367 -0.820 1.626
H 1.286 4.648 0.896
H 1.397 -4.620 2.142
C 3.308 2.752 -0.282
S 1.277 0.233 -1.212
C -0.571 3.535 -5.829
C 4.127 -0.455 1.139
C -3.108 -2.791 2.042
C 0.592 -2.010 -3.621
H 3.071 3.743 2.653
C 1.374 -2.560 1.766
C -0.488 3.901 -4.488
F -5.734 1.063 -1.868
C 0.773 -3.340 -3.949
H 2.861 -0.453 4.137
H 4.111 -3.810 2.001
H 3.851 1.873 -0.620
C -1.185 -3.891 -2.647
C -0.568 1.561 -3.856
H 2.114 2.395 4.663
F -0.752 1.859 -7.459
F 0.038 -5.551 -3.748
H -0.023 3.576 1.439
F -2.022 -4.796 -2.168
H 0.407 3.644 -0.275
S 5.222 -1.709 1.441
H -1.230 -0.136 3.864
C 2.746 -2.134 1.593
C -4.504 1.596 0.056
C 2.757 2.697 2.603
Ge -0.703 0.290 -2.439
H -1.277 -5.642 2.486
F -0.396 3.250 -2.229
H -3.618 -4.839 2.449
F 1.792 -3.720 -4.695
C -1.341 -2.555 -2.342
C -0.518 -3.652 2.084
C -2.808 -4.142 2.282
C 3.930 -2.780 1.736
F -0.796 -0.047 -5.564
F -0.567 4.462 -6.754
N 0.414 -1.641 1.648
H 4.463 0.533 0.872
P 0.929 0.766 3.314
C -0.802 -2.304 1.844
H 4.007 3.494 0.108
F -3.202 2.102 1.950
C -0.659 2.195 -6.190
F -5.582 2.001 0.684
H 3.652 2.085 2.738
H 1.690 -0.103 5.419
Ru 1.085 0.190 0.993
C -0.125 -4.282 -3.461
F -0.959 1.268 0.765
H 0.908 3.144 3.637
C -1.508 -4.601 2.306
C -0.748 0.836 3.961
F -0.396 5.174 -4.143
C -0.474 -1.584 -2.832
C -0.659 1.225 -5.202
H 1.360 -1.406 4.272
C -0.494 2.908 -3.536
C 0.804 3.680 0.739
C -2.120 -1.855 1.817
C -2.147 1.205 0.043
N 2.865 -0.795 1.245
C -4.581 1.118 -1.246
C -3.411 0.711 -1.868
H -4.145 -2.482 2.031
F 1.477 -1.114 -4.058
F -3.468 0.263 -3.124
N 0.871 -3.765 2.028
H -0.706 1.100 5.020

Atoms 1-2, force components in eV/Å:
-0.0065 -0.0102 -0.0076
-0.0421 -0.0380 -0.0499

Calculated values
E_LUMO (alpha / beta) = -11.24 / -11.25 eV
calculated total energy = -180185.151 eV
total charge = +3
energy above the lowest of the compared OMol25 structures with the same formula, charge and spin = 0.0 kcal/mol

Mulliken atomic charge list, values in e, 6 entries: number 1, H, carries 0.466; number 2, C, carries -0.039; number 3, F, carries -0.362; number 4, C, carries -1.418; number 5, H, carries 0.261; number 6, C, carries -1.298